<one>
{"formula": "C6H9N3O", "method": "the ωB97M-V functional and the def2-TZVPD basis", "e_homo_ev": [-6.3, -8.6], "s_squared": 2.04, "spin_multiplicity": 3, "elements": ["C", "C", "C", "C", "C", "C", "N", "N", "N", "O", "H", "H", "H", "H", "H", "H", "H", "H", "H"], "positions_angstrom": [[2.56765, 0.97407, 0.66552], [1.79493, 0.04932, 1.33610], [1.85382, -0.43257, -0.81916], [-0.36917, 0.44052, -1.41522], [-1.13167, -0.72822, -1.18512], [-1.70420, -1.10045, -0.02122], [2.65908, 0.62187, -0.64271], [1.36841, -0.87589, 0.36428], [0.61069, -1.88762, 0.48481], [-1.76881, -0.27923, 1.00828], [3.18146, 1.89535, 0.94687], [1.62955, -0.18753, 2.46451], [1.68100, -0.97159, -1.69079], [-0.03499, 0.66727, -2.46881], [-0.33066, 1.23020, -0.63547], [-1.26178, -1.67940, -1.83575], [-1.99223, -2.09450, 0.15652], [0.64192, -2.24456, 1.43681], [-2.22843, -0.73032, 1.67485]], "mulliken_spin": [0.06, 0.03, 0.00, 0.62, -0.17, 0.42, 0.12, 0.04, 0.81, 0.07, 0.00, 0.00, 0.00, -0.01, -0.01, 0.01, 0.04, -0.02, 0.00]}

***

<two>
{"formula": "C6H9N3O", "method": "the ωB97M-V functional and the def2-TZVPD basis", "e_homo_ev": [-7.0, -9.1], "s_squared": 2.01, "spin_multiplicity": 3, "elements": ["C", "C", "C", "C", "C", "C", "N", "N", "N", "O", "H", "H", "H", "H", "H", "H", "H", "H", "H"], "positions_angstrom": [[-2.92422, 0.05969, -0.09284], [-1.81165, -0.78871, -0.29181], [-1.19923, 1.09637, 0.64055], [0.53688, -0.57944, 0.28733], [0.92139, -2.01618, 0.21673], [1.59594, 1.70893, -0.54136], [-2.48770, 1.15665, 0.53531], [-0.74253, -0.12016, 0.23504], [1.83524, 0.42843, -0.05774], [2.99088, -0.01205, -0.01218], [-3.91914, -0.15480, -0.05319], [-1.60279, -1.78997, -0.55634], [-0.62361, 2.00340, 0.95320], [0.53563, -2.53243, 1.03301], [0.42798, -2.48173, -0.69336], [1.98287, -2.04251, 0.23825], [0.61534, 1.64001, -0.89029], [2.34638, 2.07486, -1.19399], [1.52236, 2.34967, 0.24368]], "mulliken_spin": [0.05, 0.02, 0.06, 0.77, -0.02, 0.01, 0.02, 0.00, 0.50, 0.50, 0.00, 0.00, -0.01, 0.02, 0.06, 0.01, 0.00, 0.00, 0.02]}

***

Stability, highest: <two>

***

<one>
{"formula": "C2H5N", "method": "the ωB97M-V functional and the def2-TZVPD basis", "smiles": "C1CN1", "e_homo_ev": -9.2, "elements": ["C", "C", "H", "H", "H", "H", "H", "N"], "positions_angstrom": [[0.66161, -0.50065, 0.05316], [-0.82055, -0.27818, 0.00828], [1.28296, -0.46110, 0.92535], [1.29907, -0.99764, -0.77039], [-1.43688, -0.34800, 1.00847], [-1.57116, -0.50015, -0.76904], [0.19409, 1.51052, 0.54047], [0.16937, 0.78134, -0.18622]], "nbo_charge": [-0.25, -0.27, 0.19, 0.19, 0.18, 0.21, 0.36, -0.61]}

***

<two>
{"formula": "C2H5N", "method": "the ωB97M-V functional and the def2-TZVPD basis", "smiles": "C=CN", "e_homo_ev": -9.2, "elements": ["C", "C", "N", "H", "H", "H", "H", "H"], "positions_angstrom": [[1.23388, 0.01681, 0.23918], [-0.02372, 0.49965, 0.20303], [-1.17692, -0.33539, -0.33578], [-0.42695, 1.51903, 0.16708], [1.93329, 0.43778, 0.93559], [1.43593, -0.86270, -0.36975], [-0.40012, -0.36742, -1.04012], [-1.34378, -1.24009, 0.07358]], "nbo_charge": [-0.48, -0.01, -0.87, 0.21, 0.22, 0.20, 0.37, 0.37]}

***

Stability, highest: <one>

***

<one>
{"formula": "C2H4I2O", "method": "the ωB97M-V functional and the def2-TZVPD basis", "e_homo_ev": -8.0, "elements": ["C", "C", "O", "I", "I", "H", "H", "H", "H"], "positions_angstrom": [[1.48385, 0.46618, 0.05290], [-1.96566, -0.95522, -1.18325], [1.22845, 1.32768, 1.04984], [0.09484, -1.18582, 0.08913], [-3.19858, 0.39139, -0.09789], [1.22089, 1.01013, -0.86402], [2.49716, 0.04081, -0.29164], [-2.35716, -2.01526, -0.72486], [0.99622, 0.92011, 1.96980]], "nbo_charge": [-0.16, -0.64, -0.69, 0.38, 0.06, 0.20, 0.21, 0.14, 0.50]}

***

<two>
{"formula": "C2H4I2O", "method": "the ωB97M-V functional and the def2-TZVPD basis", "smiles": "CC(=O)I.I", "e_homo_ev": -9.8, "elements": ["C", "C", "O", "I", "I", "H", "H", "H", "H"], "positions_angstrom": [[0.28500, -0.68298, 0.70888], [0.97005, 0.51622, 1.13610], [1.27035, 0.77900, 2.27184], [1.65299, 1.69198, -0.52455], [-1.67399, 0.76734, -2.81163], [-0.45106, -0.71998, -0.06622], [1.05838, -1.37262, 0.43632], [-0.01696, -1.20411, 1.60862], [-3.09477, 0.22514, -2.75937]], "nbo_charge": [-0.77, 0.50, -0.50, 0.00, -0.09, 0.26, 0.26, 0.24, 0.08]}

***

Stability, highest: <two>

***

<one>
{"formula": "C14H42O7", "method": "the ωB97M-V functional and the def2-TZVPD basis", "smiles": "CCO.CCO.CCO.CCO.CCO.CCO.CCO", "e_homo_ev": -9.6, "elements": ["C", "C", "O", "H", "H", "H", "H", "H", "H", "C", "C", "O", "H", "H", "H", "H", "H", "H", "C", "C", "O", "H", "H", "H", "H", "H", "H", "C", "C", "O", "H", "H", "H", "H", "H", "H", "C", "C", "O", "H", "H", "H", "H", "H", "H", "C", "C", "O", "H", "H", "H", "H", "H", "H", "C", "C", "O", "H", "H", "H", "H", "H", "H"], "positions_angstrom": [[-12.54489, 21.45790, 0.58844], [-13.08512, 22.85756, 0.30473], [-14.49259, 22.82159, 0.23201], [-11.45588, 21.42085, 0.50906], [-12.95632, 20.77021, -0.15245], [-12.87179, 21.09176, 1.56266], [-12.66550, 23.23767, -0.63516], [-12.77490, 23.58222, 1.06960], [-14.86602, 23.29269, 0.99199], [-21.73344, 21.05903, 5.31913], [-20.43269, 21.51459, 5.95886], [-20.22741, 22.91174, 5.78169], [-21.58360, 21.12430, 4.23505], [-22.57969, 21.71894, 5.49852], [-21.91539, 20.02748, 5.61192], [-19.59706, 20.88739, 5.64123], [-20.52521, 21.29037, 7.03068], [-19.90705, 23.30684, 6.59328], [-17.99151, 27.44878, 3.09999], [-17.12758, 27.41056, 1.85084], [-17.30012, 28.60744, 1.08423], [-17.74410, 28.25008, 3.79542], [-17.80145, 26.56217, 3.72361], [-19.05198, 27.35825, 2.85731], [-17.36435, 26.52607, 1.25659], [-16.07522, 27.43225, 2.12998], [-18.23588, 28.67132, 0.86296], [-22.60179, 26.13569, 3.22642], [-21.66058, 25.32770, 4.10314], [-21.57100, 24.02527, 3.56086], [-22.70231, 27.17175, 3.54695], [-23.60105, 25.69423, 3.23343], [-22.30124, 26.08388, 2.17792], [-22.12068, 25.23669, 5.09408], [-20.68651, 25.81917, 4.18159], [-21.12208, 23.44196, 4.19256], [-13.28113, 23.04107, 4.92404], [-14.56650, 23.46673, 5.62046], [-14.97468, 24.71405, 5.07275], [-12.92470, 22.15204, 5.45392], [-12.48910, 23.78086, 5.01102], [-13.49118, 22.79466, 3.88460], [-14.36166, 23.47489, 6.69748], [-15.33880, 22.69925, 5.49284], [-15.55011, 25.20790, 5.66674], [-17.21375, 19.12664, 4.56101], [-16.83917, 19.90592, 5.79030], [-16.63854, 18.99535, 6.86102], [-17.51152, 19.78682, 3.74345], [-18.07321, 18.48124, 4.75610], [-16.42190, 18.47430, 4.19402], [-17.58838, 20.67869, 6.00397], [-15.93417, 20.51325, 5.65103], [-16.39200, 19.48267, 7.65219], [-17.75659, 23.17441, 3.45513], [-16.51372, 22.82767, 2.63974], [-15.67272, 23.97920, 2.52253], [-18.51807, 22.39329, 3.39798], [-18.24965, 24.07760, 3.09553], [-17.43846, 23.32386, 4.48840], [-16.80319, 22.46205, 1.65531], [-15.97402, 22.01163, 3.13701], [-15.51032, 24.31018, 3.43959]], "nbo_charge": [-0.63, -0.06, -0.75, 0.20, 0.21, 0.20, 0.16, 0.16, 0.50, -0.64, -0.06, -0.75, 0.21, 0.22, 0.22, 0.17, 0.16, 0.49, -0.64, -0.07, -0.72, 0.21, 0.20, 0.20, 0.17, 0.18, 0.46, -0.63, -0.06, -0.75, 0.21, 0.21, 0.21, 0.15, 0.15, 0.49, -0.63, -0.07, -0.74, 0.21, 0.22, 0.22, 0.17, 0.16, 0.49, -0.63, -0.06, -0.72, 0.21, 0.22, 0.22, 0.15, 0.15, 0.47, -0.63, -0.08, -0.78, 0.21, 0.22, 0.19, 0.19, 0.15, 0.50]}

***

<two>
{"formula": "C14H42O7", "method": "the ωB97M-V functional and the def2-TZVPD basis", "smiles": "CCO.CCO.CCO.CCO.CCO.CCO.CCO", "e_homo_ev": -9.7, "elements": ["C", "C", "O", "H", "H", "H", "H", "H", "H", "C", "C", "O", "H", "H", "H", "H", "H", "H", "C", "C", "O", "H", "H", "H", "H", "H", "H", "C", "C", "O", "H", "H", "H", "H", "H", "H", "C", "C", "O", "H", "H", "H", "H", "H", "H", "C", "C", "O", "H", "H", "H", "H", "H", "H", "C", "C", "O", "H", "H", "H", "H", "H", "H"], "positions_angstrom": [[26.53131, 36.08257, -26.68252], [26.34827, 36.92198, -27.91769], [25.68529, 36.23760, -29.00121], [26.68247, 36.71796, -25.81079], [27.35034, 35.36928, -26.72664], [25.57651, 35.56946, -26.53180], [27.26683, 37.36831, -28.31494], [25.72777, 37.80001, -27.69504], [25.44066, 36.92632, -29.62252], [21.26664, 35.22162, -23.06736], [22.50668, 34.71500, -23.79460], [22.22709, 34.47680, -25.18054], [20.42241, 34.58159, -23.30963], [21.08695, 36.28331, -23.23761], [21.43977, 35.08964, -22.00169], [22.70323, 33.74610, -23.31444], [23.41085, 35.31374, -23.67824], [23.03318, 34.67003, -25.66735], [19.25308, 38.80548, -22.04704], [17.87028, 39.46477, -21.98748], [18.06436, 40.84463, -21.67267], [19.22968, 37.85549, -22.57852], [19.70601, 38.77089, -21.05733], [19.91165, 39.46637, -22.61562], [17.25614, 39.03929, -21.18686], [17.34876, 39.34957, -22.94065], [17.46299, 41.38139, -22.19266], [22.17111, 30.49321, -24.12514], [20.85369, 31.17374, -24.50179], [21.04809, 31.99655, -25.64587], [22.96555, 31.10509, -23.68819], [22.62836, 29.93757, -24.94420], [22.00439, 29.77208, -23.30924], [20.56034, 31.75416, -23.61624], [20.06901, 30.44128, -24.68074], [21.38955, 32.85433, -25.32282], [21.17681, 37.06541, -27.39729], [22.38099, 36.53994, -28.16757], [22.40859, 36.94771, -29.53438], [21.20286, 36.78156, -26.35070], [20.26429, 36.74240, -27.90223], [21.13310, 38.14916, -27.53045], [22.53111, 35.45674, -28.12881], [23.32614, 36.87600, -27.72183], [23.25634, 37.34662, -29.71739], [18.59730, 34.61387, -18.82618], [19.56908, 34.82091, -19.97395], [19.70944, 33.70193, -20.83612], [18.53935, 35.53766, -18.25196], [18.76141, 33.75472, -18.17864], [17.63613, 34.41896, -19.31475], [20.55923, 35.12324, -19.63472], [19.17854, 35.63717, -20.59168], [18.92742, 33.50750, -21.35636], [24.25915, 33.29379, -29.13516], [22.87944, 32.69425, -28.91817], [23.05894, 31.25733, -28.94638], [24.91738, 33.18880, -28.27604], [24.10279, 34.36359, -29.28468], [24.68771, 32.85149, -30.03155], [22.17046, 32.94777, -29.70748], [22.48410, 32.97666, -27.93846], [22.22553, 30.86084, -28.66763]], "nbo_charge": [-0.63, -0.06, -0.72, 0.22, 0.22, 0.21, 0.17, 0.15, 0.46, -0.63, -0.07, -0.74, 0.22, 0.20, 0.22, 0.16, 0.17, 0.48, -0.64, -0.06, -0.73, 0.21, 0.21, 0.22, 0.16, 0.16, 0.47, -0.64, -0.07, -0.75, 0.20, 0.21, 0.20, 0.15, 0.17, 0.49, -0.64, -0.06, -0.73, 0.22, 0.21, 0.21, 0.16, 0.15, 0.46, -0.63, -0.06, -0.74, 0.21, 0.22, 0.20, 0.18, 0.16, 0.47, -0.63, -0.07, -0.74, 0.20, 0.22, 0.22, 0.16, 0.17, 0.47]}

***

Stability, highest: <one>

***

<one>
{"formula": "C2H6FN2", "method": "the ωB97M-V functional and the def2-TZVPD basis", "smiles": "C/[NH+]=C(/N)F", "e_homo_ev": -16.2, "total_charge": 1, "elements": ["C", "C", "N", "N", "F", "H", "H", "H", "H", "H", "H"], "positions_angstrom": [[0.76372, -0.09483, 0.04769], [-1.63359, -0.50687, -0.09035], [1.84128, 0.75635, 0.20042], [-0.43842, 0.29788, -0.04708], [1.15584, -1.29919, 0.16321], [-1.31437, -1.58802, -0.10238], [-2.22708, -0.37846, -0.97952], [-2.15660, -0.26263, 0.79453], [1.95882, 1.61543, -0.18751], [2.67398, 0.19075, 0.18570], [-0.62358, 1.26960, 0.01529]], "nbo_charge": [0.91, -0.43, -0.76, -0.51, -0.23, 0.24, 0.25, 0.24, 0.42, 0.42, 0.44]}

***

<two>
{"formula": "C2H6FN2", "method": "the ωB97M-V functional and the def2-TZVPD basis", "e_homo_ev": [-16.1, -11.3], "total_charge": 1, "elements": ["C", "C", "N", "N", "F", "H", "H", "H", "H", "H", "H"], "positions_angstrom": [[-1.17753, -0.45434, -0.06344], [2.90507, 0.11391, 0.52467], [-1.44076, 0.51083, 0.74580], [-1.69037, -0.69910, -1.23203], [1.83065, -0.55510, 0.45951], [3.55516, -0.15139, -0.32565], [2.89947, 0.98796, 1.16373], [-1.14452, 0.42042, 1.75631], [-2.00729, 1.34160, 0.50428], [-1.49905, -1.54726, -1.72457], [-2.23083, 0.03247, -1.80860]], "nbo_charge": [0.74, 0.08, -0.80, -0.80, -0.33, 0.15, 0.15, 0.47, 0.44, 0.45, 0.45]}

***

Stability, highest: <one>

***

<one>
{"formula": "C2H7INOPS2", "method": "the ωB97M-V functional and the def2-TZVPD basis", "e_homo_ev": -9.6, "elements": ["C", "C", "N", "O", "P", "S", "S", "I", "H", "H", "H", "H", "H", "H", "H"], "positions_angstrom": [[-1.18265, -0.10608, -0.94029], [-0.59048, 0.75435, 0.22523], [2.18531, -0.65244, -0.78280], [1.89732, 0.18867, 1.91987], [2.42507, 0.91179, -0.15570], [4.12608, 1.79124, -0.34384], [0.61256, 1.85535, -0.52345], [2.61857, -0.78254, -2.74832], [-2.16699, 0.25135, -1.24334], [-0.59842, 0.01524, -1.81877], [-1.16966, -1.08884, -0.53590], [-0.01091, 0.09551, 0.87026], [-1.48355, 1.16873, 0.71340], [2.84178, -1.18668, -0.31855], [2.77952, 0.25684, 2.44027]], "nbo_charge": [-0.61, -0.55, -1.13, -1.00, 1.30, -0.40, 0.02, 0.35, 0.21, 0.21, 0.22, 0.27, 0.25, 0.39, 0.47]}

***

<two>
{"formula": "C2H7INOPS2", "method": "the ωB97M-V functional and the def2-TZVPD basis", "smiles": "S=PNI.CC=S.O", "e_homo_ev": -8.6, "elements": ["C", "C", "N", "O", "P", "S", "S", "I", "H", "H", "H", "H", "H", "H", "H"], "positions_angstrom": [[-2.19901, -1.72877, -0.37363], [-1.01494, -0.78920, -0.21754], [2.71337, -0.43480, 0.93958], [-0.30470, 3.70081, 0.30101], [1.75829, 0.83251, 0.41732], [1.98290, 0.88968, -1.44762], [-0.98421, 0.18450, 0.99456], [3.22838, -2.09884, -0.17020], [-2.35626, -2.11084, -1.36931], [-2.20497, -2.63430, 0.27481], [-2.96843, -0.98416, -0.18080], [-0.05698, 3.92778, -0.54075], [-0.27465, -0.82510, -1.00074], [2.67322, -0.69645, 1.86939], [0.00799, 2.76720, 0.50393]], "nbo_charge": [-0.69, -0.26, -1.14, -0.94, 0.85, -0.52, 0.15, 0.29, 0.22, 0.25, 0.24, 0.47, 0.21, 0.39, 0.47]}

***

Stability, highest: <one>

***

<one>
{"formula": "CH3Cl2N4", "method": "the ωB97M-V functional and the def2-TZVPD basis", "e_homo_ev": [-13.9, -14.0], "total_charge": 1, "elements": ["C", "N", "N", "N", "N", "Cl", "Cl", "H", "H", "H"], "positions_angstrom": [[0.55400, -1.52528, -0.15646], [-0.64972, -0.94157, -0.48772], [0.69994, 0.65449, -0.09385], [1.44471, -0.50053, -0.03609], [-0.49292, 0.38813, -0.54734], [2.96373, -0.53705, 0.79870], [-0.93948, 1.17493, -2.20618], [0.65764, -2.65152, -0.14729], [1.26249, 1.49755, 0.01873], [-1.99587, 0.84176, 0.17775]], "nbo_charge": [0.24, -0.26, -0.22, -0.21, -0.02, 0.31, 0.09, 0.31, 0.46, 0.29]}

***

<two>
{"formula": "CH3Cl2N4", "method": "the ωB97M-V functional and the def2-TZVPD basis", "e_homo_ev": [-14.7, -14.7], "total_charge": 1, "elements": ["C", "N", "N", "N", "N", "Cl", "Cl", "H", "H", "H"], "positions_angstrom": [[1.28175, 0.85698, -1.39665], [0.05299, 0.35680, 0.47248], [1.78273, -1.51279, -0.27500], [0.40006, 0.75280, -0.61816], [1.18072, -1.25643, 0.61996], [1.00346, -1.65048, 2.18655], [-3.14461, 0.43024, 1.07611], [1.63723, 1.30726, -2.26894], [-1.03194, 0.24314, 0.37541], [-3.16240, 0.47247, -0.17176]], "nbo_charge": [0.21, -0.42, 0.15, -0.04, -0.03, 0.41, -0.21, 0.27, 0.40, 0.26]}

***

Stability, highest: <two>